[1]
Molecular formula: C16H58N4O11
Method: DFT, ωB97M-V/def2-TZVPD

Geometry (Å):
O 3.29669 -1.90093 -1.09592
H 3.90483 -1.92182 -1.83482
H 3.15097 -2.82174 -0.87893
O 4.75540 0.74897 0.73852
H 4.73126 0.47251 1.65461
H 4.45796 -0.01765 0.24857
O 3.04060 -2.40564 1.93285
H 2.97961 -2.47096 2.88587
H 2.14875 -2.56477 1.62382
O 1.22481 -0.16410 0.52508
H 2.06829 -0.52077 0.24655
H 1.45133 0.55736 1.11193
O 2.06111 2.33266 1.84615
H 2.67774 2.80238 1.28460
H 1.60717 3.02091 2.33245
O 3.17140 0.55667 3.66959
H 2.80205 1.10590 2.97811
H 3.78724 1.12887 4.12735
O 0.41135 -2.86481 1.06172
H 0.16380 -2.01470 0.69805
H 0.16388 -2.81218 1.98488
C 0.01386 -1.12451 4.00799
C -0.76887 -0.62243 5.21291
C -2.06140 -1.42711 5.57789
O -2.93952 -1.28363 4.52238
C -4.12952 -1.96208 4.73180
N 0.21791 -0.60561 6.23710
H 0.39773 -2.13033 4.17848
H 0.88768 -0.53744 3.72535
H -0.62406 -1.05315 3.12705
H -0.94421 0.43765 5.02968
H -2.42919 -0.97212 6.49756
H -1.78768 -2.48118 5.62406
H -4.13319 -2.94279 5.20751
H -4.58633 -2.02983 3.74446
H -4.85625 -1.31352 5.22099
H 0.98162 -1.17481 5.90117
H -0.08634 -0.78254 7.18379
C -2.45459 1.18593 0.28491
C -2.28798 -0.24751 -0.05458
C -3.47178 -0.83930 -0.82594
O -4.51834 -1.32332 -0.01789
C -4.41855 -2.57709 0.62391
N -1.12583 -0.32761 -0.97869
H -2.36684 1.76079 -0.63701
H -1.60418 1.64645 0.78774
H -3.34824 1.34942 0.88718
H -2.14646 -0.84186 0.84809
H -3.12612 -1.65024 -1.46704
H -3.75832 -0.14205 -1.61324
H -4.23358 -3.44666 -0.00676
H -5.37223 -2.61193 1.15057
H -3.65873 -2.55883 1.40520
H -0.24443 -0.05160 -0.56997
H -1.24320 0.31710 -1.74725
C 3.22167 3.30953 -2.26986
C 1.89792 2.77477 -2.86891
C 0.74242 3.03971 -1.83498
O 0.65957 4.43293 -1.53568
C -0.08129 4.79643 -0.43494
N 1.55162 3.35910 -4.13102
H 4.06260 3.18398 -2.95190
H 3.55568 2.69943 -1.43064
H 3.08090 4.32672 -1.90432
H 1.97924 1.68786 -2.88006
H 0.93818 2.48230 -0.91897
H -0.21375 2.70737 -2.23921
H 0.26519 4.14087 0.36400
H -1.16182 4.77200 -0.57623
H 0.15294 5.85061 -0.28679
H 2.41182 3.33741 -4.65989
H 1.24153 4.31615 -4.04160
C 1.78036 -0.92348 -4.41090
C 0.54663 -1.03500 -3.58463
C -0.71139 -1.38613 -4.43805
O -1.11738 -0.42143 -5.40841
C -2.18213 -0.72592 -6.39124
N 0.78813 -1.97928 -2.51798
H 1.84660 0.07348 -4.84655
H 1.76825 -1.70202 -5.17366
H 2.72507 -0.85777 -3.87117
H 0.39841 -0.06043 -3.11950
H -1.55322 -1.67344 -3.80806
H -0.53649 -2.31763 -4.97638
H -2.04335 -1.72058 -6.81491
H -2.18637 -0.01388 -7.21654
H -3.12879 -0.64199 -5.85750
H -0.07403 -2.01228 -1.99294
H 1.54619 -1.70181 -1.91097

The net charge is -1. The LUMO energy (alpha / beta) comes out at 0.090 / 0.089 hartree. The spin multiplicity is 2. For the energy above the lowest of the compared OMol25 structures with the same formula, charge and spin, the calculation gives 8.0 kcal per mole. The value obtained for the HOMO energy (alpha / beta) is 0.0061 / -0.2294 Ha.

***

[2]
Molecular formula: C16H60B3O16Pd2PtS2Sr
Method: DFT, ωB97M-V/def2-TZVPD

Geometry (Å):
Pt 1.66201 -3.79105 1.69258
Sr 0.07728 -3.02504 -1.87235
Pd -1.02188 -1.51456 3.45673
Pd 3.12074 0.86704 1.19167
B -0.37472 -3.74471 3.04830
H 0.24840 -3.45078 4.00448
H -0.16015 -2.97610 2.20314
H -0.09429 -4.86121 2.77252
H -1.51307 -3.71882 3.36585
B 1.19101 -4.97235 -0.40177
H 1.80752 -4.34113 -1.13680
H 1.85237 -5.32460 0.50897
H 0.31009 -4.42454 0.07996
H 0.78808 -5.87099 -1.04571
B 4.44674 -0.70539 -0.01806
H 4.99384 0.13883 0.58742
H 3.48414 -1.04484 0.56451
H 4.12406 -0.30214 -1.08694
H 5.12162 -1.66166 -0.12127
S 2.27130 -1.16300 3.87877
O 2.84819 -0.01910 3.13414
O 2.29561 -2.34017 2.97672
O 2.98691 -1.39894 5.09237
O 0.82948 -0.85279 4.17421
S 0.34684 -0.82494 0.45989
O -0.56554 -0.74856 1.58627
O 1.26153 0.30403 0.42916
O 1.14876 -2.05870 0.41302
O -0.44402 -0.85440 -0.79942
C 1.06382 4.72113 2.51039
C 1.61716 3.74391 1.47275
O 2.07977 2.56541 2.14740
H 0.14083 4.29294 2.89902
H 0.90467 5.69670 2.04872
H 1.79158 4.89561 3.30151
H 2.42434 4.15053 0.87345
H 0.80691 3.47308 0.78971
H 1.35395 2.16345 2.63989
C 2.85836 -1.34228 -4.71928
C 3.29921 -1.96952 -3.41079
O 2.39205 -1.70237 -2.33177
H 3.67865 -1.31689 -5.42997
H 2.51214 -0.33548 -4.47348
H 2.00053 -1.86276 -5.15685
H 4.28122 -1.59888 -3.10151
H 3.49410 -3.04750 -3.46760
H 2.92507 -1.32778 -1.59558
C -4.97200 0.58365 -1.19886
C -3.92994 -0.52205 -1.27063
O -3.08180 -0.39771 -0.11078
H -5.28768 0.56980 -0.15117
H -5.84890 0.37393 -1.80878
H -4.58193 1.58816 -1.34717
H -3.28948 -0.47148 -2.15864
H -4.33585 -1.53422 -1.18249
H -2.13755 -0.40845 -0.35327
C -3.39639 2.28013 4.31257
C -2.74290 0.99309 4.78606
O -1.65893 0.62255 3.92119
H -4.31857 2.52852 4.83618
H -3.65226 2.15613 3.25919
H -2.72979 3.14363 4.40119
H -3.57927 0.29082 4.68240
H -2.46690 0.89019 5.83553
H -0.92723 1.17351 4.23126
C -5.47760 -1.35562 2.57804
C -4.34860 -2.29757 2.95563
O -3.09035 -1.71159 2.61879
H -6.45315 -1.64787 2.96672
H -5.59747 -1.33182 1.49335
H -5.23284 -0.37235 2.97930
H -4.42483 -3.28581 2.49864
H -4.30348 -2.42553 4.03794
H -3.01625 -1.28429 1.74331
C -0.79065 3.25295 -3.24262
C -0.46638 2.65006 -1.87212
O 0.81888 1.98346 -1.97248
H -0.80244 2.47485 -4.00266
H -0.09364 4.04651 -3.50828
H -1.77374 3.73421 -3.25258
H -1.18133 1.86136 -1.64050
H -0.36302 3.43945 -1.13492
H 0.63972 1.03613 -2.03276
C -1.98159 -0.11076 -5.09772
C -0.91358 -0.64066 -4.16263
O -1.19431 -2.03838 -3.84032
H -1.70306 0.92035 -5.34715
H -2.94778 -0.05907 -4.60628
H -1.92400 -0.60286 -6.06761
H -0.90803 -0.03756 -3.25325
H 0.08967 -0.58882 -4.58794
H -0.65482 -2.53466 -4.46833
C 4.59945 3.08293 -2.42952
C 4.43087 3.06926 -0.91762
O 3.35471 2.13112 -0.63425
H 4.77977 2.07705 -2.80811
H 5.46104 3.68193 -2.73772
H 3.74590 3.48652 -2.97696
H 4.12819 4.03820 -0.51926
H 5.28933 2.66979 -0.38666
H 2.57559 2.31018 -1.18965

The net charge is +1. The LUMO energy (alpha / beta) comes out at -0.120 / -0.170 hartree. The spin multiplicity is 7. For the energy above the lowest of the compared OMol25 structures with the same formula, charge and spin, the calculation gives 0.0 kcal per mole. The value obtained for the HOMO energy (alpha / beta) is -0.4101 / -0.4185 Ha.

***

Listing total energy for the structures above in their given order: -1690.91832; -3125.67579 hartree.